No. 1
Formula: C40H78Cl3N4O8P2S
Source: the OMol25 dataset
Level of theory: the ωB97M-V functional and the def2-TZVPD basis

Geometry as XYZ:
```
136
Properties=species:S:1:pos:R:3:lowdin_charge:R:1
Cl 4.409 3.171 1.269 0.694
Cl -4.277 2.763 -0.301 0.353
Cl 3.389 0.421 0.288 0.734
S 0.083 -2.099 2.528 1.029
P -2.997 1.205 0.064 0.653
P 1.141 1.069 -2.286 0.993
O 1.052 -0.506 -1.756 -0.343
O 1.537 2.125 -7.321 -0.151
O 2.718 -2.357 2.790 0.016
O -2.641 0.757 -1.454 -0.357
O -5.496 -5.067 1.467 -0.159
O -1.763 -4.155 4.868 -0.178
O -2.652 0.931 4.764 -0.168
O 3.176 -1.620 -4.603 -0.166
N 3.075 -4.527 2.718 0.077
N -0.313 1.155 1.096 -0.163
N 1.709 -4.306 2.594 0.075
N -0.418 1.113 2.522 0.142
C -1.874 3.239 1.527 -0.216
C -0.307 5.272 1.921 -0.239
C -3.622 1.010 5.822 -0.185
C 3.616 -3.369 2.819 -0.166
C -0.927 3.987 2.488 -0.199
C 0.431 -1.317 0.903 -0.404
C 1.160 2.211 -8.699 -0.203
C 1.771 5.527 -2.873 -0.081
C -1.685 -0.075 5.082 -0.234
C 1.611 3.556 -1.222 -0.358
C -1.887 -0.444 6.539 -0.147
C -1.964 -6.457 4.342 -0.158
C 3.478 1.972 3.447 -0.116
C 5.180 -2.879 -4.495 -0.163
C 0.799 2.265 -0.847 -0.370
C 3.669 -2.940 -4.329 -0.200
C 2.767 0.486 -8.502 -0.166
C 3.050 3.293 -1.709 -0.151
C -6.055 -4.154 -0.641 -0.172
C -3.130 -4.413 4.524 -0.205
C 0.966 1.824 0.644 -0.184
C -3.391 -0.215 6.698 -0.153
C -1.368 2.122 0.593 -0.450
C 2.993 2.493 2.091 -0.723
C -6.087 -3.915 0.862 -0.206
C -6.180 -5.674 -0.714 -0.167
C -0.693 2.785 -0.653 -0.116
C 0.671 5.888 2.952 -0.085
C -0.977 -5.327 4.595 -0.204
C 2.638 1.224 -7.178 -0.219
C -0.598 -0.243 0.590 -0.201
C -5.363 -6.108 0.495 -0.206
C 0.900 4.383 -2.313 -0.218
C 5.482 -1.440 -4.084 -0.160
C 2.273 1.338 1.318 -0.597
C -3.143 -5.706 3.727 -0.171
C -0.302 1.150 -3.435 -0.232
C 2.276 1.541 -9.491 -0.166
C 4.276 -0.702 -4.643 -0.214
C 1.545 -3.031 2.648 -0.683
H 0.139 1.121 -4.430 0.033
H 0.284 5.052 1.032 0.072
H 1.683 5.886 2.548 0.066
H -1.531 -0.555 1.056 0.083
H 3.678 4.142 -1.456 0.069
H -2.718 2.862 2.112 0.090
H 2.368 5.985 -2.091 0.079
H 4.652 -3.100 2.909 0.138
H 1.115 6.265 -3.325 0.077
H 3.698 2.818 4.091 0.085
H 0.435 6.927 3.157 0.073
H -0.315 -5.516 5.442 0.120
H -3.940 -1.071 6.301 0.115
H 5.504 -1.357 -2.994 0.111
H 3.503 2.425 -1.245 -0.010
H -1.570 -1.461 6.763 0.117
H -0.686 0.320 4.882 0.100
H -1.304 2.909 -1.534 0.095
H -7.224 -5.969 -0.590 0.116
H -7.116 -3.820 1.226 0.119
H 4.019 0.191 -4.070 0.107
H 1.695 4.195 -0.337 0.126
H 0.702 5.298 3.864 0.070
H 0.301 0.546 2.942 0.062
H 6.426 -1.061 -4.472 0.116
H 4.436 -0.412 -5.686 0.106
H 2.685 1.413 3.945 0.078
H -3.108 1.280 -2.118 0.052
H -3.708 -4.515 5.449 0.119
H -0.784 -0.255 -0.477 0.093
H -1.518 4.299 3.349 0.125
H 5.699 -3.626 -3.899 0.115
H -6.844 -3.622 -1.170 0.111
H -1.331 0.240 7.184 0.118
H 1.931 1.130 -10.438 0.113
H 1.471 -1.038 0.868 0.013
H 3.539 1.811 -6.960 0.120
H -5.531 -3.026 1.165 0.110
H 1.017 3.258 -8.966 0.117
H 3.073 2.258 -9.700 0.115
H -0.875 2.064 -3.330 0.022
H -1.554 -7.234 3.699 0.115
H -4.620 1.043 5.388 0.119
H -0.121 3.384 2.887 0.078
H 0.626 3.748 -3.155 0.103
H -3.453 1.936 6.378 0.120
H 3.782 0.140 -8.696 0.112
H 2.003 0.644 2.107 0.063
H -5.093 -3.838 -1.054 0.110
H -1.082 5.993 1.674 0.114
H -0.365 -5.141 3.712 0.079
H -3.702 -0.058 7.729 0.117
H -2.954 -5.500 2.672 0.107
H 3.194 -3.646 -5.010 0.119
H -4.090 -6.234 3.803 0.114
H 5.449 -3.032 -5.542 0.117
H 0.022 4.879 -1.907 0.105
H 1.380 -1.042 -2.493 0.055
H 2.289 3.296 2.293 0.082
H 0.308 -2.089 0.152 0.096
H -5.709 -7.046 0.928 0.120
H 0.208 1.686 -8.833 0.117
H -2.305 3.994 0.876 0.082
H -0.505 3.786 -0.275 0.080
H 3.079 3.118 -2.780 0.064
H -3.523 -3.563 3.963 0.110
H 3.394 -3.209 -3.302 0.113
H -4.302 -6.214 0.240 0.115
H 0.863 2.799 1.123 0.111
H 2.446 0.559 -6.336 0.094
H -5.814 -6.102 -1.645 0.113
H -2.264 -6.918 5.285 0.115
H 4.352 1.338 3.335 0.081
H 2.418 5.153 -3.661 0.075
H -1.360 0.896 2.826 0.094
H -0.929 0.269 -3.331 0.037
H -1.862 -0.933 4.424 0.091
H 2.103 -0.381 -8.517 0.116
```

Properties
- frontier orbital gap (eV) = 8.8
- total charge = +1

---

No. 2
Formula: C4H22N3O5
Source: the OMol25 dataset
Level of theory: the ωB97M-V functional and the def2-TZVPD basis

Geometry as XYZ:
```
34
Properties=species:S:1:pos:R:3:lowdin_charge:R:1
O 2.713 -2.362 2.731 -0.084
O -1.621 2.847 -0.536 -0.086
O 0.853 2.197 -1.322 -0.086
O 2.560 1.700 0.718 -0.097
O 3.211 -0.857 0.458 -0.039
N -2.978 0.404 -0.344 0.211
N 0.089 -1.471 -1.915 -0.003
N -0.972 0.866 1.680 0.120
C -1.082 -0.292 1.003 -0.143
C -1.985 -0.595 0.070 -0.274
C -1.997 -1.902 -0.670 -0.165
C -1.307 -1.879 -2.045 -0.281
H -3.460 0.109 -1.216 0.173
H -2.557 1.347 -0.574 0.110
H -1.556 -2.686 -0.054 0.121
H -0.474 -1.079 1.348 0.127
H -0.713 2.620 -0.847 0.007
H -1.409 1.700 1.336 0.067
H 2.968 -1.980 3.559 0.038
H 1.468 2.020 -0.553 0.017
H -1.307 -2.884 -2.458 0.114
H -1.866 -1.218 -2.754 0.113
H 0.558 -1.616 -2.801 0.073
H -0.096 1.059 2.145 0.109
H -3.013 -2.277 -0.841 0.116
H 2.828 0.728 0.651 0.014
H 2.560 -1.182 -0.136 0.030
H 3.225 -3.292 2.709 0.154
H 3.412 2.179 0.673 0.078
H -3.731 0.526 0.398 0.203
H -1.807 3.745 -0.878 0.089
H 3.130 -1.368 1.300 0.027
H 0.155 -0.453 -1.714 0.062
H 1.394 2.782 -1.890 0.082
```

Properties
- energy above the lowest of the compared OMol25 structures with the same formula, charge and spin (kcal/mol) = 5.4
- frontier orbital gap (eV) = 9.1
- total charge = +1

---

No. 3
Formula: C5H8O
Source: the OMol25 dataset
Level of theory: the ωB97M-V functional and the def2-TZVPD basis

Geometry as XYZ:
```
14
Properties=species:S:1:pos:R:3:lowdin_charge:R:1
O 1.409 -0.384 0.810 0.014
C 0.345 0.611 -1.505 0.040
C -0.994 -0.025 1.033 -0.068
C 0.184 -0.289 0.152 -0.539
C -0.462 1.206 0.380 -0.076
C 0.132 -0.843 -1.235 -0.199
H 1.417 0.804 -1.327 0.045
H -0.793 -0.164 2.091 0.116
H -0.825 -1.267 -1.552 0.102
H 1.481 -1.288 1.144 0.119
H -1.123 1.764 -0.262 0.094
H -1.962 -0.384 0.695 0.117
H 0.234 1.803 0.961 0.120
H 0.957 -1.543 -1.385 0.114
```

Properties
- energy above the lowest of the compared OMol25 structures with the same formula, charge and spin (kcal/mol) = 121.5
- frontier orbital gap (eV) = 8.4
- total charge = 0

---

No. 4
Formula: C3H5CuLiO4
Source: the OMol25 dataset
Level of theory: the ωB97M-V functional and the def2-TZVPD basis

Geometry as XYZ:
```
14
Properties=species:S:1:pos:R:3:lowdin_charge:R:1
Cu -3.506 -0.344 0.297 0.691
O 0.883 0.605 -0.398 -0.089
O -2.349 -0.114 1.547 -0.433
O 0.302 -0.149 -2.418 0.192
O 2.403 -0.282 -1.534 0.110
C -1.017 0.056 1.690 -0.308
C 1.149 0.177 -1.629 -0.608
C -0.423 0.294 0.133 -0.105
Li 2.562 0.031 0.720 0.896
H -0.949 1.204 -0.200 0.138
H -0.498 -0.864 2.029 0.112
H -0.585 -0.749 -0.184 0.127
H -0.643 0.929 2.258 0.119
H 2.670 -0.794 -2.309 0.158
```

Properties
- energy above the lowest of the compared OMol25 structures with the same formula, charge and spin (kcal/mol) = 35.3
- frontier orbital gap (spin up / spin down) (eV) = 5.6 / 8.1
- 2S+1 = 3
- total charge = +1

---

No. 5
Formula: C25H34As2ClO8PtSe2
Source: the OMol25 dataset
Level of theory: the ωB97M-V functional and the def2-TZVPD basis

Geometry as XYZ:
```
73
Properties=species:S:1:pos:R:3:lowdin_charge:R:1
Pt -0.997 -0.508 1.414 0.488
Se -0.999 -1.125 3.755 0.957
Se 1.678 1.254 2.229 0.935
As -1.046 0.259 -0.859 1.139
As 0.755 1.972 -3.587 1.341
Cl 0.342 -2.228 -1.865 1.057
O -2.420 -2.551 -1.983 0.194
O 1.745 4.460 -1.710 -0.046
O 0.717 -0.318 -5.803 -0.043
O 1.398 -3.916 -0.458 -0.428
O -1.770 2.170 1.074 -0.170
O 1.331 -1.889 -4.391 0.118
O -0.443 4.951 -1.950 0.149
O -0.225 3.793 0.824 0.133
C 1.013 1.083 4.059 -0.540
C 0.355 0.040 -3.405 -0.363
C -0.048 -0.577 -2.298 -0.648
C 0.861 -0.809 -4.559 -0.545
C 2.084 -4.966 0.091 -0.289
C -1.803 -5.969 0.735 -0.052
C -2.797 0.565 -1.648 -0.212
C 0.226 -2.142 1.149 -0.311
C 2.644 1.652 -3.136 -0.245
C 0.662 -0.337 4.456 -0.492
C -0.347 -4.434 1.905 -0.059
C -2.236 0.051 4.676 -0.338
C -0.399 2.060 -0.827 -0.297
C -1.638 -2.943 -1.239 -0.302
C 0.220 2.675 -1.831 -0.274
C -0.348 0.554 -6.213 -0.081
C -0.968 -5.666 1.804 -0.038
C -1.351 -3.772 -0.136 -0.195
C -0.476 -3.448 0.927 -0.258
C -2.258 2.851 2.248 -0.011
C 2.049 5.873 -1.721 -0.003
C -2.002 -5.017 -0.235 0.012
C 0.451 4.168 -1.801 -0.593
C 2.395 3.052 2.442 -0.375
C -0.746 2.790 0.426 -0.551
H 3.183 3.052 3.190 0.029
H 3.147 2.613 -3.049 0.027
H 1.645 6.334 -2.619 0.101
H -0.036 1.594 -6.196 0.045
H -3.226 -0.148 4.274 0.036
H -0.797 -6.406 2.576 0.121
H 0.296 -4.237 2.753 0.121
H 0.908 -1.928 0.351 0.006
H -2.682 0.688 -2.725 0.045
H -3.466 -0.264 -1.434 0.030
H 2.722 1.094 -2.206 0.044
H 1.442 -1.045 4.171 0.067
H -2.210 -0.203 5.733 0.042
H 1.422 -5.716 0.584 0.057
H 2.809 3.330 1.475 0.022
H 3.132 5.937 -1.704 0.097
H -2.610 3.845 1.979 0.111
H 1.618 6.346 -0.842 0.103
H 2.666 -5.540 -0.650 0.071
H -2.642 -5.217 -1.084 0.132
H -1.970 1.096 4.525 0.011
H 1.602 3.750 2.697 0.024
H -1.235 0.415 -5.594 0.091
H 0.172 1.762 4.207 0.049
H 3.092 1.079 -3.948 0.042
H -3.078 2.244 2.617 0.095
H 0.538 -0.397 5.538 0.079
H -2.290 -6.931 0.662 0.115
H -0.576 0.260 -7.234 0.101
H -1.465 2.940 2.987 0.085
H 1.825 1.418 4.706 0.079
H 2.810 -4.650 0.868 0.067
H 0.840 -2.252 2.047 0.047
H -3.195 1.480 -1.213 0.042
```

Properties
- energy above the lowest of the compared OMol25 structures with the same formula, charge and spin (kcal/mol) = 129.9
- frontier orbital gap (spin up / spin down) (eV) = 5.7 / 5.7
- total charge = +1

---

No. 6
Formula: CH18O8
Source: the OMol25 dataset
Level of theory: the ωB97M-V functional and the def2-TZVPD basis

Geometry as XYZ:
```
27
Properties=species:S:1:pos:R:3:lowdin_charge:R:1
O 0.878 3.702 0.813 -0.040
O 3.583 -1.528 0.409 -0.082
O 0.951 0.189 -2.873 -0.037
O -0.821 -0.369 0.349 -0.449
O -1.013 -1.905 2.422 0.005
O 0.910 -2.405 -0.244 0.002
O -1.369 -0.636 -2.039 0.246
O -2.854 0.711 1.994 -0.053
C 0.077 0.717 0.368 -0.234
H 1.469 0.927 -2.483 0.098
H -2.237 0.579 1.293 -0.045
H -0.964 -1.230 1.854 -0.110
H 0.510 -1.576 -0.132 -0.048
H 0.926 0.286 -3.863 0.109
H 3.522 -0.542 0.524 0.044
H -1.503 -0.610 -1.098 0.046
H -0.085 1.263 1.421 0.112
H -0.031 3.799 0.721 -0.007
H -2.319 1.366 2.469 0.040
H -2.028 -0.131 -2.615 0.207
H 1.048 0.161 0.421 0.075
H 1.166 2.790 0.958 0.009
H -0.219 1.315 -0.552 0.086
H 0.120 -2.819 -0.124 -0.001
H -0.501 -0.315 -2.331 0.050
H -1.902 -2.008 2.216 0.001
H 2.684 -1.731 0.120 -0.026
```

Properties
- energy above the lowest of the compared OMol25 structures with the same formula, charge and spin (kcal/mol) = 87.9
- frontier orbital gap (eV) = 8.3
- total charge = 0

---

No. 7
Formula: C21H28NO4
Source: the OMol25 dataset
Level of theory: the ωB97M-V functional and the def2-TZVPD basis

Geometry as XYZ:
```
54
Properties=species:S:1:pos:R:3:lowdin_charge:R:1
O -0.705 -5.864 3.654 -0.062
O -1.598 2.799 3.081 -0.075
O 1.701 3.507 2.489 -0.065
O 1.168 1.166 -6.022 -0.062
N -0.252 2.671 0.736 -0.064
C -0.807 -0.765 1.307 0.042
C -0.181 -3.180 1.185 0.002
C 0.803 -0.209 -2.622 -0.002
C 0.859 1.016 -4.710 -0.237
C -1.508 3.499 0.838 -0.132
C -1.453 -3.619 3.643 0.018
C 1.847 0.086 -6.703 -0.044
C -0.436 -0.466 -0.014 -0.070
C 0.211 2.106 -4.071 0.017
C 1.144 -0.153 -3.961 0.002
C -0.166 -4.453 1.729 0.005
C -0.130 2.034 -2.742 -0.016
C -0.815 -2.087 1.845 -0.214
C -0.209 0.779 -0.568 0.013
C 0.152 0.874 -1.944 -0.200
C 2.127 3.277 1.145 -0.226
C -2.401 2.905 1.899 -0.227
C -0.772 -4.681 2.990 -0.234
C -1.456 -2.362 3.090 -0.007
C 0.102 -6.925 3.095 -0.044
C 0.917 3.480 0.256 -0.135
H -0.310 -7.271 2.137 0.100
H -0.050 2.333 1.687 0.121
H 2.503 2.250 1.030 0.124
H -3.249 3.581 2.065 0.130
H -1.207 4.516 1.112 0.126
H -2.182 2.722 3.855 0.107
H -1.967 -1.547 3.604 0.122
H -1.940 -3.835 4.592 0.129
H 0.324 -3.015 0.234 0.112
H 1.124 3.210 -0.782 0.109
H -1.991 3.515 -0.146 0.128
H 2.806 -0.152 -6.222 0.100
H -2.735 1.901 1.593 0.117
H 1.146 -6.608 2.961 0.102
H -0.008 2.990 -4.668 0.128
H -1.132 0.051 1.957 0.114
H 1.059 -1.108 -2.061 0.111
H 2.891 4.014 0.862 0.128
H 0.331 -5.273 1.204 0.113
H 0.618 4.535 0.294 0.125
H -0.514 1.757 0.021 -0.052
H -0.385 -1.335 -0.682 0.095
H 2.482 3.525 3.067 0.105
H 1.218 -0.815 -6.744 0.101
H 1.632 -1.006 -4.439 0.111
H -0.664 2.873 -2.287 0.115
H 0.043 -7.719 3.840 0.099
H 2.013 0.477 -7.707 0.099
```

Properties
- energy above the lowest of the compared OMol25 structures with the same formula, charge and spin (kcal/mol) = 0.0
- frontier orbital gap (eV) = 5.9
- total charge = +1

---

- Look up the total charge of the fifth one.
  +1

---

- What is the total charge in the first record?
  +1